Entry from the Open Molecules 2025 dataset: a structure of composition C6H12O4Ru (wB97M-V/def2-TZVPD).

Each line ends with the Mulliken charge.
Element x y z (Å)
C (1.6293, 0.0928, 1.6495)  -0.73
H (2.6777, -0.1652, 1.4382)  0.36
H (1.5776, -0.0330, 2.7374)  0.30
H (0.8479, 0.8510, 1.4924)  0.37
O (2.7815, 2.3285, 0.3126)  -0.19
C (2.4120, 2.8255, -0.7308)  -0.43
H (2.9257, 3.7113, -1.1490)  0.35
H (1.4615, 2.5065, -1.2047)  0.30
O (0.8794, -1.2090, 1.0509)  -0.44
C (1.0678, -1.3878, -0.3904)  -0.52
C (0.2277, -0.3702, -1.1181)  0.27
O (-1.1490, -0.8608, -1.0993)  -0.57
C (-2.1421, -0.1550, -0.3599)  -0.37
C (-3.1167, -1.2135, 0.1649)  -0.13
O (-2.4598, -2.2315, 0.8471)  -0.76
Ru (-0.6528, -2.4051, 0.2554)  1.06
H (2.1326, -1.3254, -0.6644)  0.53
H (0.5620, -0.2598, -2.1588)  0.38
H (0.1931, 0.6395, -0.6678)  -0.02
H (-2.6499, 0.5883, -0.9962)  0.36
H (-1.6670, 0.3694, 0.4873)  0.21
H (-3.6866, -1.6059, -0.7041)  0.29
H (-3.8520, -0.6905, 0.8079)  0.37

Forces on atoms 1 to 6 (eV/Å):
-2.035 -3.058 1.355
-0.534 1.426 -0.911
-0.177 -0.403 -0.115
1.567 0.471 -0.943
1.560 -2.025 4.502
-1.659 2.129 -5.048

Computed properties:
Charge = +1
2S+1 = 6
<S²> = 8.778
HOMO energy (spin up / spin down) = -0.3645 / -0.5119 Ha


Entry from the Open Molecules 2025 dataset: an isolated molecule of C6H12O6 (wB97M-V/def2-TZVPD).

Each line ends with the Mulliken charge.
Element x y z (Å)
C (-1.4891, -1.8556, -0.4869)  -0.88
C (-0.7621, -0.5304, -0.1650)  0.96
C (0.9981, 0.6236, -1.4658)  -0.66
C (1.3047, 1.3969, -0.2413)  0.04
C (1.3751, 0.4533, 0.9929)  -0.06
C (0.4893, -0.7530, 0.7947)  -0.40
H (-2.0910, -1.4571, -2.2704)  0.36
H (-0.7423, -2.5393, -0.8648)  0.36
H (-1.9113, -2.3006, 0.3943)  0.37
H (-2.3880, 0.5566, -0.1128)  0.39
H (1.7346, -0.1802, -1.6550)  0.33
H (0.9732, 1.3149, -2.3752)  0.30
H (2.2627, 1.9510, -0.3167)  0.41
H (-0.5978, 1.9624, -0.0150)  0.50
H (2.4121, 0.0624, 1.2539)  0.33
H (0.4828, 1.9816, 1.8094)  0.41
H (1.0191, -1.5195, 0.2511)  0.53
H (0.0945, -0.4061, 2.6247)  0.39
O (-2.5273, -1.6375, -1.4099)  -0.56
O (-1.6464, 0.4451, 0.4530)  -0.64
O (-0.3174, 0.0497, -1.4048)  -0.45
O (0.2983, 2.3598, 0.0039)  -0.71
O (0.9808, 1.2193, 2.1361)  -0.66
O (0.0474, -1.1974, 2.0694)  -0.64

Forces on atoms 1 to 6 (eV/Å):
0.456 1.053 -0.005
0.586 1.167 0.805
-0.261 0.022 -1.998
0.576 0.288 1.155
1.063 0.823 0.507
-2.450 -0.028 0.239

Computed properties:
Charge = 0
2S+1 = 1
HOMO energy = -0.3689 Ha